{"formula": "C5H17N3O", "method": "wB97M-V/def2-TZVPD", "relative_energy_kj_mol": 82.9, "homo_lumo_gap_ev": 9.46, "fmax_ev_per_a": 1.58, "e_homo_ev": -8.59, "energy_ev": -11978.1174, "total_charge": 0, "smiles": "NCCCCNCN.O", "symbols": ["N", "C", "C", "C", "C", "N", "C", "N", "H", "H", "H", "H", "H", "H", "H", "H", "H", "H", "H", "H", "H", "H", "H", "O", "H", "H"], "xyz": [[2.479, -0.228, -1.026], [1.409, -0.948, -0.328], [1.126, -0.490, 1.089], [0.681, 0.972, 1.250], [-0.568, 1.374, 0.460], [-1.774, 0.631, 0.887], [-2.342, -0.396, 0.014], [-2.406, -1.724, 0.558], [3.368, -0.450, -0.592], [2.354, 0.777, -0.971], [0.524, -0.898, -0.960], [1.712, -1.995, -0.326], [2.019, -0.610, 1.710], [0.340, -1.103, 1.528], [0.485, 1.166, 2.311], [1.491, 1.644, 0.955], [-0.762, 2.431, 0.573], [-0.410, 1.089, -0.582], [-1.659, 0.304, 1.835], [-3.357, -0.086, -0.261], [-1.792, -0.419, -0.928], [-2.769, -1.741, 1.507], [-1.537, -2.235, 0.502], [0.661, 1.277, -3.222], [-0.260, 1.045, -3.383], [0.988, 0.616, -2.600]], "forces_ev_per_angstrom": [[-0.077, -0.029, 0.032], [0.471, 0.089, -0.228], [-0.335, 0.574, 0.409], [-0.036, 0.188, -0.193], [-0.417, -1.497, 0.282], [0.531, 0.411, 0.002], [-0.267, 0.509, 0.043], [-0.204, -0.372, 0.077], [0.012, 0.143, -0.130], [0.059, 0.008, 0.119], [-0.279, 0.000, 0.083], [-0.114, -0.116, 0.065], [0.017, -0.213, -0.075], [-0.013, -0.311, 0.031], [0.137, -0.002, -0.034], [0.070, 0.048, 0.080], [0.171, 0.365, -0.273], [0.003, 0.604, -0.186], [-0.149, -0.150, -0.015], [0.008, -0.156, 0.124], [0.148, -0.075, -0.025], [0.086, -0.053, -0.275], [0.072, 0.119, 0.171], [-0.139, 0.022, 0.105], [0.068, 0.017, 0.000], [0.176, -0.124, -0.187]], "mulliken_charge": [-0.602, -0.549, -0.298, -0.890, -0.160, -0.288, -0.437, -0.559, 0.284, 0.197, 0.198, 0.340, 0.363, 0.217, 0.332, 0.359, 0.306, -0.105, 0.290, 0.315, 0.206, 0.256, 0.241, -0.671, 0.308, 0.348]}